Here is the molecule C3H3NO3 from OMol25. Energies are from ωB97M-V/def2-TZVPD.

Last column: Löwdin charge in e.
CARTESIAN COORDINATES (ANGSTROEM)
C  -0.422967  -0.613671  -1.726619  -0.2825
H  -1.102090  0.661796  2.997132  0.0224
C  0.402304  0.432389  0.222378  -0.4941
O  0.166301  -1.637027  -1.548359  0.1139
N  1.610852  0.166270  0.343516  0.2482
O  -0.359208  0.883205  1.284450  -0.0605
C  -0.490405  0.041358  2.299149  0.1312
H  2.029276  -0.136311  -0.532151  0.0881
O  -0.400359  0.472842  -0.895689  0.0807
H  -1.076945  -0.377286  -2.574856  0.1528

Forces on atoms 1 to 6 (eV/Å):
C 0.298 -0.575 0.007
H 0.111 -0.133 -0.068
C 0.580 -0.150 -0.081
O -0.320 0.667 -0.146
N -0.524 0.115 -0.091
O -0.046 -0.218 0.328

Results
ΔE to the lowest compared entry with this formula, charge and spin = 101.7 kcal per mole
orbital gap = 9.53 eV
highest occupied orbital energy = -9.35 eV
E_tot = -10788.2923 eV

Here is a cluster of 2 separate species, C4H8N2O2 in total at a distorted geometry from OMol25. Energies are from ωB97M-V/def2-TZVPD.

Last column: Löwdin charge in e.
CARTESIAN COORDINATES (ANGSTROEM)
O  -3.776772  -1.434026  0.914991  0.2209
C  0.154310  -1.538496  0.579361  -0.1281
H  1.260417  -1.800956  0.539174  0.1083
C  -3.478205  -0.416490  0.482261  -0.4314
H  -0.386935  -1.883474  1.542768  0.1123
C  0.062787  1.833641  -0.791613  -0.0744
H  -0.330222  2.339325  0.092562  0.0869
N  0.220060  0.429379  -0.809265  -0.3186
C  -0.011519  -0.184741  0.346850  -0.2325
H  -0.580443  2.146542  -1.671477  0.1144
O  -3.295883  0.668852  0.126763  0.1985
H  0.897965  0.335264  -2.622068  0.0132
H  -0.342937  0.424618  1.148732  0.1043
H  0.993725  2.439219  -0.858988  0.0999
H  -0.182854  -2.195696  -0.237370  0.0767
N  0.603770  -0.285252  -1.875800  0.0495

Forces on atoms 1 to 6 (eV/Å):
O 0.079 -1.555 0.272
C 0.742 -4.620 0.892
H -0.908 0.122 0.584
C -0.539 1.329 0.138
H 1.302 0.547 -1.463
C -0.246 3.716 -1.871

Results
ΔE to the lowest compared entry with this formula, charge and spin = 77.4 kcal per mole
orbital gap (alpha / beta) = 7.89 / 7.89 eV
highest occupied orbital energy (alpha / beta) = -7.40 / -7.40 eV
E_tot = -11350.7561 eV

Here is a cluster of 3 separate species, C12H22ClN4 in total at a distorted geometry from OMol25. Energies are from ωB97M-V/def2-TZVPD.

Last column: Löwdin charge in e.
CARTESIAN COORDINATES (ANGSTROEM)
H  -14.531171  2.865250  27.590950  0.0917
H  -15.644301  1.796064  28.471324  0.0508
H  -14.799609  -0.914677  32.588191  0.1548
H  -14.607994  -1.516756  35.172279  0.1113
C  -14.618464  2.155707  33.579506  0.0202
N  -15.244726  1.143992  25.155548  -0.0535
H  -13.065762  1.920149  31.194191  0.1419
C  -14.808873  0.015455  33.136983  0.0451
C  -15.363278  0.954709  26.599428  -0.1511
C  -16.040060  2.186477  21.709339  0.0015
C  -16.077737  1.741612  24.204782  0.0551
C  -15.481273  -0.884144  35.331282  -0.0027
H  -15.118001  -0.133996  30.138676  0.0847
C  -14.125879  0.298524  30.267927  -0.0976
C  -14.078500  1.517080  31.195938  -0.1459
H  -13.668355  -0.632405  30.602807  0.0805
H  -13.693550  0.688410  22.314885  0.1398
Cl  -11.778215  -0.445970  27.336988  0.1698
H  -17.099460  1.931903  21.740404  0.1190
H  -14.350145  3.147165  33.245718  0.1333
H  -16.350116  -1.507253  35.119249  0.1124
H  -13.773184  0.513559  29.259234  0.0199
H  -16.139246  0.196157  26.702240  0.1431
H  -16.221072  2.930281  27.367147  0.0794
H  -15.599892  -0.541288  36.359138  0.1127
H  -15.622104  1.657607  20.852762  0.1146
C  -14.346760  1.000360  23.116391  0.0242
H  -15.232065  1.916256  35.828530  0.1406
N  -15.525564  1.739801  22.940179  -0.0854
H  -14.405673  0.524713  26.892996  0.0495
C  -15.023735  1.557282  34.831468  0.0693
H  -15.723083  3.215213  21.538127  0.1193
N  -14.487890  1.222494  32.561277  -0.0524
H  -13.581176  -0.065517  24.996627  0.0980
N  -15.135205  0.214677  34.492923  -0.1136
H  -14.768075  2.245474  30.769305  0.1275
C  -14.213457  0.620200  24.452184  -0.0196
C  -15.404479  2.219907  27.496164  -0.0511
H  -17.036053  2.156601  24.480141  0.1632

Forces on atoms 1 to 6 (eV/Å):
H 0.435 -0.653 -0.430
H 0.286 0.103 0.242
H -0.119 -0.055 0.443
H -0.157 -0.516 1.024
C -0.192 -0.096 1.317
N -1.526 1.452 -3.562

Results
2S+1 = 2
<S²> = 0.7523
ΔE to the lowest compared entry with this formula, charge and spin = 8.9 kcal per mole
orbital gap (alpha / beta) = 10.41 / 6.19 eV
net charge = +2
highest occupied orbital energy (alpha / beta) = -15.43 / -15.43 eV
E_tot = -31266.2548 eV